Density functional theory data (the ωB97M-V functional and the def2-TZVPD basis) for a molecular structure, C25H34CeN4OS3.

LUMO energy (spin up / spin down): -3.15 / -3.12 eV
net charge: +1
gap between HOMO and LUMO (spin up / spin down): 7.471 / 7.497 eV
multiplicity: 2
<S²>: 0.751
electronic energy: -2936.87157 hartree
max |F|: 1.53 eV/A
HOMO energy (spin up / spin down): -0.390 / -0.390 hartree

XYZ file:
```
68
Properties=species:S:1:pos:R:3:forces:R:3:lowdin_spin:R:1
Ce -0.118 0.439 0.676 -1.450 0.489 -0.066 1.02
C 3.403 -2.638 0.935 -0.056 -0.020 -0.009 0.00
C 2.287 -1.682 1.227 -0.112 0.082 0.067 0.00
N 1.409 -1.366 0.325 0.674 -0.558 -0.257 0.00
N 1.619 -1.980 -0.915 -0.182 0.163 0.165 0.00
C 0.725 -1.736 -1.813 0.118 -0.245 -0.182 0.00
S -0.725 -0.746 -1.721 0.204 -0.315 -0.058 -0.01
S 0.874 -2.490 -3.383 -0.160 0.202 0.011 0.00
C 2.360 -3.513 -3.244 0.054 -0.208 0.109 0.00
C 3.633 -2.869 -3.713 -0.025 0.012 -0.058 0.00
C 4.247 -3.340 -4.864 0.054 -0.004 -0.037 0.00
C 5.428 -2.773 -5.323 -0.024 0.011 0.038 0.00
C 6.005 -1.723 -4.629 -0.017 -0.003 0.012 0.00
C 5.394 -1.243 -3.477 0.036 -0.003 -0.045 0.00
C 4.217 -1.810 -3.024 -0.044 0.011 0.034 0.00
C 2.186 -1.094 2.586 0.100 -0.376 -0.039 0.00
C 2.529 -1.901 3.684 -0.045 0.078 0.026 0.00
C 2.501 -1.421 4.976 -0.026 0.048 -0.146 0.00
C 2.166 -0.086 5.199 0.012 -0.029 -0.047 0.00
C 1.840 0.734 4.140 0.043 -0.037 0.114 0.00
C 1.833 0.238 2.835 -0.083 0.505 -0.428 0.00
O 1.488 1.075 1.823 1.055 -0.044 0.769 -0.01
H 3.943 -2.299 0.052 0.011 0.019 -0.015 0.00
H 3.007 -3.623 0.682 -0.015 0.000 0.015 0.00
H 4.090 -2.715 1.772 -0.003 0.006 -0.024 0.00
H 2.146 -4.388 -3.859 -0.036 0.027 0.034 0.00
H 2.420 -3.839 -2.206 0.020 0.009 -0.004 0.00
H 3.802 -4.162 -5.410 -0.026 -0.039 -0.028 0.00
H 5.893 -3.153 -6.220 0.038 -0.024 -0.064 0.00
H 6.923 -1.278 -4.982 0.062 0.032 -0.017 0.00
H 5.839 -0.422 -2.935 0.036 0.069 0.045 0.00
H 3.734 -1.430 -2.134 -0.010 0.022 0.017 0.00
H 2.811 -2.928 3.506 0.004 -0.097 0.017 0.00
H 2.758 -2.069 5.798 0.018 -0.044 0.075 0.00
H 2.176 0.316 6.202 -0.001 0.010 0.065 0.00
H 1.621 1.782 4.290 -0.022 0.022 -0.022 0.00
C -4.722 -0.464 -0.881 0.016 -0.015 0.132 0.00
C -4.240 0.103 -2.207 0.057 0.010 -0.117 0.00
C -4.514 1.598 -2.366 -0.241 0.079 0.025 0.00
C -4.076 2.440 -1.182 0.057 0.030 0.046 0.00
N -2.631 2.272 -0.975 0.550 -0.100 -0.106 0.00
C -1.814 3.055 -0.252 -0.129 -0.094 -0.062 0.00
S -0.117 3.000 -0.545 -0.054 0.282 -0.067 0.00
N -2.268 3.850 0.721 0.393 0.160 0.122 0.00
C -3.515 3.781 1.487 -0.108 0.274 -0.063 0.00
C -3.725 2.462 2.226 -0.111 -0.258 -0.295 0.00
C -2.933 2.299 3.517 -0.006 0.058 0.198 0.00
C -1.480 1.882 3.348 0.204 -0.257 -0.285 0.00
H -4.641 -1.547 -0.863 0.031 -0.083 -0.026 0.00
H -5.765 -0.209 -0.690 -0.081 0.015 -0.008 0.00
H -4.136 -0.085 -0.036 0.006 0.000 -0.031 0.00
H -4.728 -0.420 -3.031 -0.021 0.008 0.011 0.00
H -3.175 -0.109 -2.333 -0.096 0.012 0.010 0.00
H -5.587 1.772 -2.484 0.013 -0.063 -0.008 0.00
H -4.046 1.978 -3.276 0.060 0.003 -0.039 0.00
H -4.613 2.136 -0.281 -0.003 0.000 -0.104 0.00
H -4.281 3.497 -1.362 -0.025 -0.019 -0.038 0.00
H -2.129 1.792 -1.726 -0.253 0.165 0.269 0.00
H -1.523 4.400 1.137 -0.197 -0.164 -0.142 0.00
H -4.364 4.020 0.844 0.098 -0.099 0.086 0.00
H -3.439 4.600 2.207 -0.105 -0.094 -0.041 0.00
H -3.520 1.620 1.538 -0.029 0.179 0.181 0.00
H -4.791 2.387 2.450 -0.012 0.040 0.039 0.00
H -3.433 1.561 4.147 0.025 0.012 -0.033 0.00
H -2.970 3.239 4.076 0.000 -0.033 -0.001 0.00
H -1.432 0.857 2.916 -0.132 0.263 0.194 0.00
H -0.965 1.798 4.304 -0.013 0.041 -0.025 0.00
H -0.895 2.568 2.718 -0.098 -0.124 0.112 0.00
```
Positions in Å, forces in eV/Å.

Density functional theory data (the ωB97M-V functional and the def2-TZVPD basis) for a molecular structure, C31H52Cl2FI2N7O4PS.

LUMO energy: -3.92 eV
net charge: +1
gap between HOMO and LUMO: 6.949 eV
multiplicity: 1
electronic energy: -4251.20335 hartree
max |F|: 3.68 eV/A
HOMO energy: -0.400 hartree

XYZ file:
```
101
Properties=species:S:1:pos:R:3:forces:R:3:mulliken_charge:R:1
C -0.732 -4.884 -4.397 -0.222 -0.329 -0.233 -1.24
C -1.090 -3.955 -3.099 -0.481 -2.804 -1.771 0.34
Cl -0.188 -4.796 -1.769 -0.173 0.732 0.222 -0.14
C -0.849 -2.474 -3.561 -0.195 -1.207 -0.168 -0.04
Cl -2.279 -2.515 -4.825 0.705 0.447 0.509 -0.16
C -0.996 -1.073 -2.832 0.490 2.652 -1.556 1.96
C -1.020 -0.096 -4.150 -0.591 2.164 -0.313 -0.45
O -0.132 -0.463 -5.208 -0.238 0.041 0.657 -0.39
C 1.096 0.226 -5.235 1.896 -0.501 -1.268 -0.29
O 2.101 -0.405 -4.403 -1.218 -0.225 -1.148 -0.15
C 2.628 -1.520 -5.168 1.430 -0.536 0.643 -0.48
C 3.160 -2.684 -4.236 -0.547 -0.089 -0.971 -0.49
O 3.951 -2.167 -3.161 -0.424 -0.653 -0.410 -0.49
N 0.241 -0.474 -2.234 0.073 -2.878 0.861 0.12
S 1.145 -1.902 -1.708 -0.743 0.208 0.713 -0.18
C 0.254 0.647 -1.269 1.613 1.465 0.448 1.52
C 1.844 0.637 -0.911 1.302 1.721 0.645 -1.23
C 2.542 1.961 -0.453 0.803 2.009 -0.344 -0.57
N 3.140 2.760 -1.291 -1.116 -1.414 1.112 -0.61
C 0.163 2.132 -1.856 -0.600 0.932 -0.638 -1.65
C -1.212 2.761 -2.332 -0.257 0.420 -0.133 -0.33
C -1.240 3.382 -3.790 -1.494 -0.132 0.362 -1.17
I 0.488 4.671 -4.199 -0.751 -0.763 0.124 0.04
C -0.700 0.418 -0.020 1.460 2.346 0.014 0.57
C -1.348 1.749 0.638 -0.011 0.667 0.257 -1.32
C -1.882 1.712 2.120 -1.316 1.715 0.434 -1.26
C -3.006 0.700 2.554 0.055 -0.107 2.062 -0.24
C -2.544 -0.127 3.860 -0.346 -1.077 -1.023 -0.55
N -2.421 -1.574 3.452 -0.206 0.576 0.461 -0.43
P 0.087 -0.253 1.639 0.102 -0.303 2.439 -0.40
N 1.079 -1.664 1.477 0.625 0.815 0.635 -0.35
O 1.211 0.990 2.077 -0.928 -1.489 -1.119 -0.50
N -1.875 -0.426 -0.402 -0.020 0.970 0.091 1.55
F -1.810 -1.495 0.505 0.050 -0.315 -0.339 -0.15
C -2.181 -0.835 -1.833 -2.774 -2.140 -1.142 -2.02
C -3.488 -0.107 -2.445 0.163 0.996 -0.417 -1.23
I -3.459 -2.632 -1.246 -0.092 -0.523 -0.312 0.11
H -0.190 -4.338 -5.206 -0.332 -0.275 0.712 0.31
H -0.125 -5.779 -4.111 -0.465 0.938 -0.072 0.38
H -1.675 -5.289 -4.872 0.981 0.614 0.613 0.32
H -2.160 -4.283 -2.956 1.391 1.184 0.304 0.23
H 0.123 -2.550 -4.137 -1.420 0.861 0.619 0.29
H -0.628 0.926 -3.911 -0.716 -1.020 0.769 -0.97
H -2.029 0.090 -4.590 0.753 -0.663 0.250 0.69
H 1.499 0.095 -6.289 -0.869 0.287 0.959 0.49
H 1.059 1.337 -5.083 -0.285 -1.032 0.651 -0.02
H 3.499 -1.091 -5.753 -0.991 -0.695 0.334 0.40
H 1.853 -1.991 -5.837 0.735 0.610 0.529 0.41
H 3.780 -3.386 -4.872 -0.622 0.820 0.439 0.43
H 2.271 -3.301 -3.890 0.941 0.765 -0.015 0.18
H 4.312 -2.945 -2.707 -0.056 0.444 -0.081 0.32
H 0.211 -2.419 -0.810 0.812 0.496 -0.697 -0.04
H 2.409 0.459 -1.880 -0.901 -0.373 1.110 0.72
H 2.141 -0.037 -0.078 -0.424 -0.052 -1.090 -0.01
H 2.645 2.293 0.624 -0.704 -1.115 -0.909 0.37
H 3.521 3.549 -0.752 0.081 -0.348 -0.320 0.32
H 0.957 2.181 -2.662 -0.994 0.062 0.836 0.85
H 0.448 2.924 -1.103 0.357 -1.574 -0.557 0.55
H -2.010 2.006 -2.115 0.346 0.629 -0.928 -0.17
H -1.555 3.644 -1.701 0.922 -1.131 -0.339 0.29
H -1.425 2.639 -4.612 0.704 0.780 0.681 0.34
H -2.120 4.091 -3.831 1.086 -0.744 -0.020 0.65
H -0.595 2.593 0.672 -0.683 -1.147 -0.476 0.19
H -2.237 2.118 0.035 1.164 -0.556 0.305 0.50
H -1.099 1.842 2.926 -0.637 -0.663 -1.173 0.53
H -2.403 2.727 2.198 0.740 -1.056 -0.311 0.58
H -3.940 1.241 2.902 1.088 -0.283 -0.775 0.49
H -3.350 -0.079 1.832 0.468 0.649 0.334 0.11
H -1.538 0.185 4.241 -1.051 0.171 -0.282 0.26
H -3.324 -0.067 4.666 0.851 0.299 -0.717 0.21
H -1.488 -1.928 3.647 -0.472 -0.066 0.180 0.17
H -3.137 -2.125 3.923 0.532 -0.037 -0.080 0.23
H 2.029 -1.458 1.823 -0.199 -0.179 -0.746 0.25
H 0.734 -2.392 2.112 -0.212 0.337 -0.380 0.31
H 1.777 0.607 2.772 -0.127 0.239 -0.296 0.26
H -2.754 0.057 -0.117 0.517 -0.276 0.183 0.67
H -4.230 0.181 -1.653 0.782 -0.281 -0.521 0.34
H -4.040 -0.800 -3.146 0.971 0.601 0.890 0.52
H -3.269 0.794 -3.068 0.100 -0.561 0.751 0.32
N 4.946 0.225 2.091 0.189 0.338 -0.081 -0.37
C 5.647 0.329 0.953 -0.348 -0.200 0.249 -0.23
C 6.680 1.231 0.762 0.012 0.054 0.091 -0.51
C 7.009 2.082 1.806 0.063 0.063 -0.011 -0.20
C 6.299 1.997 2.994 0.028 0.000 -0.074 -0.49
C 5.285 1.057 3.086 -0.204 -0.280 -0.205 -0.18
H 5.350 -0.355 0.164 0.060 0.047 -0.050 0.47
H 7.212 1.268 -0.179 -0.047 -0.026 0.017 0.38
H 7.810 2.803 1.696 -0.033 -0.034 0.008 0.39
H 6.527 2.644 3.830 -0.024 -0.042 -0.009 0.38
H 4.704 0.951 3.996 0.071 0.061 0.043 0.38
N -4.688 0.502 7.371 0.316 0.041 0.330 -0.53
C -3.604 -0.249 7.600 -0.356 0.190 -0.144 -0.04
C -2.828 -0.157 8.744 -0.013 0.048 0.033 -0.58
C -3.191 0.770 9.709 0.043 0.031 0.089 -0.15
C -4.309 1.562 9.495 0.098 -0.083 0.006 -0.39
C -5.019 1.389 8.318 -0.060 -0.198 -0.376 -0.18
H -3.360 -0.957 6.815 0.070 -0.059 0.074 0.47
H -1.963 -0.793 8.876 -0.035 0.004 -0.017 0.34
H -2.610 0.874 10.617 -0.027 -0.008 -0.036 0.37
H -4.622 2.296 10.225 -0.016 -0.022 -0.039 0.35
H -5.903 1.982 8.107 0.024 0.022 0.064 0.37
```
Positions in Å, forces in eV/Å.

Density functional theory data (the ωB97M-V functional and the def2-TZVPD basis) for 3 unconnected molecules or ions with the total composition C21H44O7S.

LUMO energy: 0.49 eV
SMILES string: COC[C@@H]1OC(=O)O[C@H]1CCCCS(=O)(=O)O.CCCCCC.CCCCCC
gap between HOMO and LUMO: 10.079 eV
multiplicity: 1
electronic energy: -1751.34403 hartree
max |F|: 3.28 eV/A
HOMO energy: -0.353 hartree

XYZ file:
```
73
Properties=species:S:1:pos:R:3:forces:R:3:mulliken_charge:R:1
C -4.945 0.828 -3.759 0.533 -0.261 -0.133 -0.53
O -4.321 2.099 -3.781 -0.013 0.167 -0.028 -0.42
C -3.615 2.375 -2.595 -0.065 0.321 -0.483 -1.25
C -2.204 1.826 -2.640 -0.449 -1.204 0.148 1.79
O -1.645 1.862 -1.314 0.150 0.950 0.348 -0.54
C -0.712 2.882 -1.335 0.261 0.682 1.654 0.53
O -0.475 3.631 -0.414 -0.168 -1.705 -1.733 -0.57
O -0.141 2.868 -2.554 0.297 0.593 -0.127 -0.42
C -1.202 2.597 -3.503 -0.506 0.763 0.458 0.75
C -0.704 1.994 -4.788 0.548 -0.618 0.491 -1.70
C -1.533 0.825 -5.296 0.233 0.037 -0.671 0.07
C -0.897 -0.529 -5.013 -0.802 -0.068 0.387 -0.93
C -0.309 -0.655 -3.610 0.426 -0.279 -0.147 -0.38
S -1.310 -1.657 -2.552 -0.867 -1.072 0.857 1.05
O -0.993 -3.036 -2.647 0.966 -0.279 -0.020 -0.69
O -2.699 -1.361 -2.737 -0.286 0.899 -0.258 -0.65
O -0.906 -1.164 -1.080 0.259 -0.225 -1.123 -0.24
H -4.207 0.028 -3.807 0.034 -0.151 0.080 0.14
H -5.526 0.682 -2.854 -0.265 0.079 0.191 0.36
H -5.567 0.747 -4.633 -0.347 0.132 -0.256 0.24
H -4.141 1.954 -1.749 -0.053 -0.105 0.438 0.43
H -3.582 3.454 -2.500 -0.033 0.341 0.168 0.40
H -2.301 0.770 -2.872 0.089 0.080 -0.282 -1.09
H -1.635 3.575 -3.704 -0.182 0.147 -0.163 0.61
H -0.542 2.754 -5.531 -0.211 0.372 -0.294 0.36
H 0.288 1.610 -4.568 0.347 0.072 -0.059 0.58
H -1.618 0.922 -6.369 -0.125 -0.034 -0.363 0.53
H -2.548 0.837 -4.931 -0.270 0.195 0.162 -0.06
H -0.169 -0.791 -5.762 0.508 0.106 -0.136 0.37
H -1.683 -1.268 -5.110 -0.136 -0.334 -0.137 0.33
H 0.652 -1.142 -3.668 0.295 -0.287 0.275 0.46
H -0.136 0.284 -3.096 -0.043 0.176 0.011 0.28
H -1.071 -0.208 -1.090 -0.107 0.374 0.556 0.21
C 2.053 2.012 5.099 0.034 -0.105 -0.032 -1.51
C 2.214 1.399 3.710 -0.025 0.151 0.110 0.63
C 1.383 2.101 2.636 0.013 -0.058 -0.008 -0.56
C -0.129 2.051 2.856 -0.046 0.042 0.022 -0.78
C -0.720 0.647 2.963 -0.082 0.071 -0.120 -0.89
C -0.535 -0.183 1.696 -1.000 1.878 0.231 -0.27
H 1.025 1.942 5.454 -0.010 0.020 0.002 0.29
H 2.685 1.497 5.823 0.004 0.017 0.023 0.45
H 2.340 3.065 5.093 -0.035 0.023 0.007 0.34
H 1.963 0.335 3.749 -0.031 0.147 0.076 -0.70
H 3.267 1.453 3.422 0.019 -0.062 -0.021 0.47
H 1.628 1.666 1.662 -0.013 -0.002 -0.032 0.19
H 1.689 3.150 2.579 0.012 -0.001 -0.009 0.51
H -0.615 2.572 2.026 0.009 0.018 -0.002 0.26
H -0.387 2.614 3.757 0.027 0.000 0.004 0.47
H -1.790 0.740 3.166 0.000 -0.022 0.050 0.38
H -0.294 0.116 3.818 0.034 -0.028 0.023 0.28
H -1.000 0.316 0.841 -0.061 0.179 0.214 -0.35
H -1.001 -1.163 1.807 -0.543 0.572 0.007 0.47
H 0.520 -0.345 1.468 -0.505 1.483 0.016 -0.16
C 0.891 -3.480 0.624 0.146 -0.078 0.261 -1.55
C 1.035 -2.410 1.701 0.352 -0.871 -0.404 2.14
C 2.430 -1.792 1.771 -0.107 -0.148 0.070 0.35
C 3.552 -2.770 2.123 0.043 0.018 -0.029 -1.13
C 3.369 -3.504 3.451 0.087 0.078 0.038 -0.42
C 3.334 -2.573 4.659 -0.041 -0.135 -0.017 -0.99
H 1.554 -4.328 0.803 0.003 -0.080 -0.094 0.41
H -0.131 -3.859 0.599 -0.029 -0.033 -0.088 0.40
H 1.118 -3.066 -0.360 0.013 -0.043 -0.055 0.20
H 0.757 -2.828 2.673 0.018 -0.040 0.128 0.44
H 0.316 -1.614 1.496 1.618 -2.856 0.000 -1.48
H 2.417 -0.972 2.495 0.092 -0.112 -0.101 -0.73
H 2.662 -1.333 0.804 0.010 0.027 -0.071 0.57
H 4.497 -2.218 2.152 0.036 -0.014 0.026 0.44
H 3.660 -3.507 1.323 -0.026 0.008 -0.013 0.38
H 4.198 -4.206 3.573 -0.013 -0.030 -0.005 0.41
H 2.459 -4.109 3.427 -0.011 0.010 -0.035 0.24
H 4.256 -1.991 4.728 -0.012 0.051 -0.013 0.28
H 3.231 -3.144 5.583 0.007 0.029 0.027 0.40
H 2.496 -1.877 4.610 -0.008 0.033 0.001 0.11
```
Positions in Å, forces in eV/Å.